[1]
This record from the OMol25 dataset describes a 2-piece molecular cluster, C28H34N3O2 overall. The level of theory is ωB97M-V with the def2-TZVPD basis set.

Its charge is +1. As for the energy relative to the best compared isomer or geometry (same formula, charge and spin): 318.3 kJ/mol. The electronic energy is -38144.569 eV.

Positions of all 67 atoms, in Å:
C 6.63 3.34 0.32
C 5.48 2.34 0.39
N 4.73 2.37 -0.87
C 3.51 1.66 -0.82
C 3.44 0.29 -1.14
C 2.23 -0.37 -1.07
C 1.03 0.32 -0.74
C -0.20 -0.38 -0.80
C -1.48 0.22 -0.94
C -1.67 1.57 -1.37
C -2.92 2.15 -1.32
C -4.05 1.38 -0.98
N -5.35 1.94 -0.93
C -5.65 2.56 0.36
C -7.02 3.20 0.36
O -7.25 3.98 -0.81
C -7.13 3.22 -2.02
C -5.75 2.62 -2.17
C -3.89 0.02 -0.65
C -2.64 -0.56 -0.66
C 1.14 1.69 -0.34
C 2.35 2.35 -0.40
C 5.53 2.17 -2.08
C 6.64 3.21 -2.08
O 7.41 3.17 -0.87
H 6.21 4.36 0.39
H 7.34 3.15 1.14
H 5.88 1.33 0.59
H 4.79 2.62 1.19
H 4.35 -0.25 -1.41
H 2.16 -1.43 -1.30
H -0.16 -1.47 -0.79
H -0.83 2.16 -1.74
H -3.03 3.22 -1.53
H -5.61 1.76 1.11
H -4.89 3.32 0.63
H -7.78 2.40 0.47
H -7.10 3.92 1.19
H -7.87 2.40 -2.06
H -7.31 3.95 -2.82
H -5.02 3.40 -2.46
H -5.76 1.85 -2.95
H -4.78 -0.56 -0.42
H -2.51 -1.62 -0.44
H 0.27 2.23 0.02
H 2.44 3.41 -0.17
H 5.95 1.15 -2.12
H 4.88 2.32 -2.94
H 7.37 2.99 -2.88
H 6.18 4.20 -2.24
C 0.45 -7.97 3.29
C 0.45 -7.67 1.92
C 0.64 -6.36 1.48
C 0.81 -5.32 2.41
C 1.01 -3.90 1.93
N -0.23 -3.19 1.63
C 0.83 -5.61 3.78
C 0.64 -6.93 4.22
H 0.30 -9.00 3.64
H 0.31 -8.47 1.19
H 0.66 -6.12 0.42
H 1.59 -3.36 2.69
H 1.56 -3.94 0.98
H -0.91 -3.30 2.37
H -0.07 -2.20 1.46
H 1.01 -4.80 4.49
H 0.64 -7.15 5.29



[2]
This record from the OMol25 dataset describes C28H34N4NiOPSe2Te2 as an isolated structure. The level of theory is ωB97M-V with the def2-TZVPD basis set.

Its charge is -1. As for the energy relative to the best compared isomer or geometry (same formula, charge and spin): 0.0 kJ/mol. The electronic energy is -233212.280 eV. As for the spin multiplicity: 3.

Positions of all 73 atoms, in Å:
Ni -0.02 -0.29 0.06
C -1.02 -2.47 3.15
C -0.85 -1.54 4.32
C -1.20 -1.95 5.60
C -1.04 -1.10 6.69
C -0.53 0.17 6.50
C -0.17 0.59 5.23
C -0.33 -0.25 4.13
P 0.23 0.27 2.44
C 0.26 2.10 2.69
C 1.46 2.80 2.56
C 1.51 4.18 2.64
C 0.35 4.89 2.89
C -0.85 4.21 3.05
C -0.92 2.83 2.94
C -2.25 2.15 3.10
C 1.99 -0.19 2.59
C 2.60 -0.71 3.73
C 3.90 -1.19 3.69
C 4.59 -1.16 2.48
C 4.01 -0.65 1.34
C 2.69 -0.14 1.36
C 2.03 0.41 0.19
H -1.37 -3.46 3.48
H -0.08 -2.59 2.61
H -1.76 -2.06 2.46
H -1.60 -2.94 5.75
H -1.32 -1.44 7.68
H -0.39 0.83 7.35
H 0.24 1.58 5.10
H 2.38 2.24 2.40
H 2.45 4.70 2.51
H 0.37 5.98 2.97
H -1.76 4.77 3.27
H -3.07 2.85 2.93
H -2.36 1.73 4.10
H -2.36 1.33 2.39
H 2.05 -0.76 4.66
H 4.36 -1.59 4.58
H 5.61 -1.55 2.44
H 4.56 -0.63 0.41
H 2.66 0.38 -0.70
H 1.67 1.42 0.36
Se 0.53 -0.44 -2.46
Te -1.65 -1.29 -3.27
Te -3.37 0.32 -1.94
Se -2.88 -0.46 0.38
C -0.60 5.19 -0.72
N -1.05 3.86 -0.37
C -0.42 2.72 -0.76
N 0.52 2.83 -1.73
O -0.72 1.64 -0.25
H -1.21 5.91 -0.17
H -0.75 5.38 -1.78
H 0.45 5.35 -0.46
H -1.56 3.74 0.49
H 0.53 3.64 -2.33
H 0.76 1.94 -2.17
C -2.17 -5.27 0.23
C -0.99 -4.36 0.10
C 0.37 -4.61 0.03
C 0.98 -3.34 -0.04
N 0.05 -2.39 0.00
N -1.12 -3.03 0.08
C 2.43 -3.07 -0.22
H -2.03 -6.15 -0.39
H -3.08 -4.76 -0.08
H -2.29 -5.60 1.26
H 0.86 -5.57 0.01
H -1.98 -2.46 0.11
H 2.90 -3.91 -0.74
H 2.93 -2.93 0.73
H 2.56 -2.16 -0.82



[3]
This record from the OMol25 dataset describes C28H34N4ReSi2 as an isolated structure in a non-equilibrium geometry. The level of theory is ωB97M-V with the def2-TZVPD basis set.

Its charge is +2. As for the energy relative to the best compared isomer or geometry (same formula, charge and spin): 144.0 kJ/mol. The electronic energy is -53420.366 eV. As for the spin multiplicity: 2.

Positions of all 69 atoms, in Å:
Re -0.20 0.02 -0.24
C -1.67 -0.45 -3.05
N -0.42 -0.89 -2.37
C 0.80 -0.42 -3.05
C 1.10 1.01 -2.70
C 1.72 1.86 -3.59
C 2.07 3.14 -3.19
C 1.79 3.54 -1.89
C 1.17 2.65 -1.04
N 0.83 1.41 -1.43
C -0.40 -2.34 -2.11
C -1.20 -2.69 -0.89
C -1.86 -3.89 -0.77
C -2.50 -4.20 0.42
C -2.47 -3.30 1.47
C -1.79 -2.11 1.30
N -1.17 -1.80 0.14
C -2.57 0.48 -2.25
C -3.75 0.92 -2.82
C -4.57 1.76 -2.09
C -4.18 2.15 -0.81
C -2.99 1.68 -0.31
N -2.19 0.85 -1.02
H -2.25 -1.33 -3.33
H -1.40 0.05 -3.98
H 0.72 -0.53 -4.14
H 1.63 -1.03 -2.71
H 1.93 1.52 -4.60
H 2.57 3.81 -3.87
H 2.05 4.52 -1.53
H 0.93 2.91 -0.02
H 0.63 -2.63 -1.93
H -0.77 -2.91 -2.97
H -1.87 -4.58 -1.61
H -3.02 -5.15 0.53
H -2.95 -3.51 2.41
H -1.73 -1.38 2.08
H -4.03 0.60 -3.81
H -5.50 2.12 -2.51
H -4.79 2.81 -0.21
H -2.65 1.95 0.67
C 3.40 -0.45 -0.52
Si 1.97 -0.93 0.61
C 1.92 -2.81 0.65
C 2.33 -0.31 2.32
C 3.49 -0.70 3.01
C 3.76 -0.24 4.28
C 2.87 0.63 4.90
C 1.72 1.02 4.24
C 1.43 0.56 2.95
Si -0.11 1.09 2.05
C -1.59 0.65 3.15
C -0.14 2.98 2.01
H 4.33 -0.69 0.01
H 3.42 0.61 -0.75
H 3.42 -1.02 -1.46
H 2.78 -3.16 1.23
H 2.01 -3.27 -0.34
H 1.03 -3.21 1.14
H 4.20 -1.38 2.54
H 4.66 -0.55 4.80
H 3.07 0.99 5.90
H 1.03 1.70 4.74
H -1.64 1.41 3.94
H -1.44 -0.30 3.65
H -2.56 0.65 2.65
H -0.44 3.33 3.00
H -0.83 3.42 1.29
H 0.86 3.39 1.84



[4]
This record from the OMol25 dataset describes one molecule with the formula C28H34N6O2 in a non-equilibrium geometry. The level of theory is ωB97M-V with the def2-TZVPD basis set.

Its charge is 0. As for the energy relative to the best compared isomer or geometry (same formula, charge and spin): 14.4 kJ/mol. The electronic energy is -42625.286 eV. The structure (SMILES) is Cc1ccc(C)c(N2CCN(CCCNC(=O)CCn3c(=O)c4cccn4c4cccnc43)CC2)c1.

Positions of all 70 atoms, in Å:
C -6.40 0.52 -2.99
C -5.98 -0.28 -1.79
C -6.88 -1.08 -1.12
C -6.46 -1.84 -0.05
C -5.15 -1.81 0.40
C -4.74 -2.73 1.51
C -4.24 -0.96 -0.23
N -2.91 -0.92 0.22
C -2.65 -0.41 1.55
C -2.38 1.09 1.52
N -1.22 1.37 0.69
C -0.78 2.75 0.77
C 0.13 2.99 1.98
C 1.48 2.30 1.82
N 1.29 0.87 1.72
C 2.31 0.00 1.79
O 3.46 0.34 2.04
C 1.92 -1.45 1.52
C 2.09 -1.75 0.03
N 3.42 -1.37 -0.40
C 4.46 -2.26 -0.13
O 4.22 -3.38 0.28
C 5.78 -1.75 -0.39
C 7.01 -2.35 -0.23
C 7.98 -1.40 -0.58
C 7.33 -0.25 -0.94
N 5.99 -0.46 -0.83
C 4.93 0.39 -1.08
C 5.08 1.70 -1.54
C 3.95 2.46 -1.78
C 2.71 1.88 -1.56
N 2.55 0.64 -1.11
C 3.63 -0.09 -0.86
C -1.49 0.93 -0.68
C -1.84 -0.56 -0.68
C -4.67 -0.22 -1.34
H -6.53 -0.15 -3.85
H -5.67 1.27 -3.25
H -7.36 1.01 -2.81
H -7.91 -1.12 -1.45
H -7.17 -2.49 0.45
H -5.30 -3.66 1.44
H -4.95 -2.30 2.49
H -3.68 -2.96 1.45
H -3.51 -0.61 2.19
H -1.77 -0.93 1.95
H -2.17 1.44 2.54
H -3.27 1.62 1.15
H -1.64 3.44 0.81
H -0.21 2.98 -0.13
H -0.35 2.63 2.89
H 0.30 4.06 2.09
H 1.99 2.67 0.92
H 2.13 2.50 2.68
H 0.39 0.61 1.33
H 0.89 -1.63 1.82
H 2.59 -2.09 2.09
H 1.38 -1.19 -0.57
H 1.98 -2.82 -0.15
H 7.17 -3.35 0.10
H 9.05 -1.54 -0.57
H 7.73 0.69 -1.26
H 6.06 2.11 -1.70
H 4.03 3.47 -2.13
H 1.79 2.42 -1.75
H -0.59 1.08 -1.27
H -2.31 1.53 -1.12
H -2.10 -0.88 -1.69
H -0.95 -1.12 -0.36
H -3.97 0.41 -1.87